No. 1
Here is a cluster of 2 separate species, C19H32BrCl2F2IN3P2 in total from the Open Molecules 2025 dataset. Energies are from the ωB97M-V functional and the def2-TZVPD basis.

As for the charge: +1.

The geometry in XYZ format:
```
62
Properties=species:S:1:pos:R:3:forces:R:3:mulliken_charge:R:1
C 2.305134 -2.199599 1.492544 -0.038 -0.122 -0.122 -1.54
C 2.093893 -1.138164 0.401640 0.233 0.010 0.099 0.21
P 2.246440 0.495866 1.220996 -0.411 0.040 0.003 0.45
C 4.055360 0.506804 1.354041 0.182 -0.014 0.199 -1.55
C 1.865422 1.976258 -0.043666 0.088 0.068 -0.272 -0.76
Br 3.459642 3.101898 -0.017311 0.001 0.067 -0.124 0.17
C 1.451416 1.662641 -1.513052 -0.063 0.316 0.273 -0.06
I 1.208735 3.523963 -2.676371 0.062 0.038 -0.164 0.26
C 2.549261 0.789700 -2.151647 0.039 0.013 -0.172 -0.17
C 2.864494 0.975455 -3.627566 0.023 -0.119 -0.034 -1.86
C 0.074873 0.966467 -1.628314 -0.041 0.135 -0.087 -2.29
C -0.996007 1.358201 -0.589448 0.240 0.009 0.154 3.46
P -2.522526 1.847017 -1.516098 -0.662 0.187 -0.024 0.40
N -3.773453 2.368257 -0.766625 0.588 -0.072 -0.045 -0.81
C -1.410756 0.233748 0.342574 -0.110 -0.580 0.421 -0.85
C -1.934053 -0.968570 -0.138139 0.296 0.272 -0.226 -0.43
C -2.342893 -1.937102 0.757006 -0.059 -0.195 0.253 -0.29
C -2.231672 -1.706667 2.124096 0.187 0.479 -0.434 -0.63
C -1.705338 -0.482576 2.508587 -0.068 -0.211 0.118 -0.37
N -1.313283 0.458995 1.649948 0.199 0.202 0.004 0.07
C -0.676440 2.631961 0.176093 -0.111 0.211 -0.007 -2.41
N 0.761149 2.875787 0.638696 -0.212 -0.201 -0.029 1.11
F 0.980904 4.193193 0.229563 0.038 0.237 0.226 -0.19
C 0.866109 2.953835 2.134140 0.094 0.065 -0.195 -0.47
C 0.198523 4.196480 2.706541 -0.001 -0.098 0.188 -0.36
F 0.050127 3.917389 4.053477 -0.010 0.059 -0.081 -0.32
H 1.881333 -3.141212 1.149846 -0.025 -0.069 0.062 0.43
H 1.822547 -1.925961 2.428050 -0.107 -0.015 0.094 0.37
H 3.358478 -2.379108 1.693795 0.048 0.057 0.009 0.40
H 2.834298 -1.278295 -0.380138 0.009 0.020 -0.121 0.38
H 1.110244 -1.262660 -0.013107 -0.511 -0.013 -0.226 0.08
H 4.390590 1.359558 1.932281 0.154 -0.005 0.034 0.43
H 4.273286 -0.391453 1.931446 0.056 -0.044 0.063 0.49
H 4.591211 0.451464 0.409914 0.018 0.012 -0.056 0.35
H 2.228850 -0.238201 -2.026420 -0.046 -0.165 0.106 0.17
H 3.467225 0.903960 -1.581148 0.116 0.017 0.007 0.32
H 1.967061 0.954783 -4.243479 -0.032 0.044 -0.039 0.36
H 3.497662 0.149713 -3.946761 0.060 -0.040 -0.032 0.48
H 3.402817 1.899464 -3.816444 -0.026 0.076 -0.041 0.42
H 0.210241 -0.107160 -1.617574 0.070 -0.270 0.206 0.51
H -0.293588 1.195258 -2.629227 0.018 -0.131 -0.095 0.84
H -2.727029 0.731461 -2.347022 0.096 -0.119 -0.056 0.11
H -1.922181 2.727266 -2.434069 -0.056 0.121 -0.091 0.09
H -3.758003 2.376907 0.242973 -0.233 -0.005 0.019 0.29
H -2.018520 -1.148193 -1.203270 -0.014 -0.032 0.009 0.36
H -2.748850 -2.866648 0.390118 -0.071 -0.125 -0.061 0.03
H -2.544472 -2.432858 2.856214 -0.026 -0.070 0.049 0.48
H -1.590853 -0.240895 3.557261 0.004 0.040 0.061 0.43
H -1.285197 2.684608 1.068773 -0.022 -0.076 0.092 0.80
H -0.887539 3.507183 -0.431106 0.088 0.022 -0.095 0.11
H 1.925868 2.948517 2.367879 0.023 -0.035 0.131 0.54
H 0.375836 2.064396 2.504672 -0.052 -0.177 0.116 0.32
H 0.823841 5.077851 2.607291 0.014 0.094 -0.030 0.33
H -0.785586 4.388982 2.285121 -0.072 0.039 -0.043 0.30
Cl -4.383826 -5.280017 0.830908 -0.025 -0.011 0.020 -0.17
C -4.404395 -6.223854 -0.685897 -0.012 -0.021 -0.001 -0.44
C -3.066900 -6.184373 -1.375584 0.013 0.003 0.056 -0.52
Cl -2.697611 -4.540284 -1.973222 0.082 0.043 -0.074 -0.17
H -5.189244 -5.813735 -1.314454 -0.015 0.015 0.000 0.31
H -4.650878 -7.250268 -0.423403 0.003 -0.003 0.033 0.33
H -3.064402 -6.847435 -2.237540 -0.039 0.023 -0.027 0.37
H -2.267369 -6.470000 -0.698384 0.025 0.001 -0.001 0.30
```
Positions in Å, forces in eV/Å.

***

No. 2
Here is a structure of composition C19H32Cl2GaN3O5 at a distorted geometry from the Open Molecules 2025 dataset. Energies are from the ωB97M-V functional and the def2-TZVPD basis.

The value obtained for the energy above the lowest of the compared OMol25 structures with the same formula, charge and spin is 58.91 kcal per mole. As for the charge: 0.

The geometry in XYZ format:
```
62
Properties=species:S:1:pos:R:3:forces:R:3:mulliken_charge:R:1
O -2.279757 -3.271878 0.430904 -1.934 0.548 -0.176 -0.49
C -3.348106 -2.690564 0.213197 1.799 1.101 0.542 -0.10
C -3.784693 -2.304077 -1.147586 0.390 -0.253 -0.655 0.34
C -2.800292 -2.404197 -2.146252 -0.107 -0.310 -0.158 0.22
H -1.758842 -2.495031 -1.854834 -0.194 -0.096 0.036 0.08
C -3.149600 -2.444389 -3.487434 -0.388 0.100 0.178 -0.57
H -2.375219 -2.628490 -4.240180 -0.428 0.141 0.237 0.38
C -4.501816 -2.296158 -3.832696 0.096 -0.027 0.278 -0.34
H -4.797553 -2.519972 -4.855939 -0.078 0.444 0.130 0.35
C -5.455017 -1.932442 -2.862541 0.363 -0.354 -0.265 -0.52
H -6.487263 -1.720975 -3.178298 0.563 -0.120 0.309 0.39
C -5.088956 -1.942980 -1.509591 -0.042 -0.139 -0.192 -0.42
H -5.837033 -1.709359 -0.753578 0.147 -0.188 -0.043 0.38
H -3.917400 -2.216124 1.054026 -0.026 -0.739 -0.218 0.31
C -1.923761 1.952120 0.876318 -1.228 1.497 0.661 -1.15
C -1.190667 1.779551 -0.389737 -0.857 -3.077 -0.800 0.47
H -2.971545 2.229095 0.667796 0.113 0.032 0.211 0.52
H -1.496245 2.762364 1.493298 -0.078 -0.392 0.049 0.24
H -1.964711 1.022554 1.481047 0.090 0.512 -0.384 0.04
C -1.693564 1.904040 -1.623154 -0.024 0.088 -0.180 -0.06
C -2.808426 2.762361 -2.164909 -0.448 0.044 0.008 -1.58
H -1.258956 1.366393 -2.466672 0.541 0.219 0.402 0.24
H -3.704491 2.144108 -2.351504 0.096 0.236 0.038 0.29
H -2.501799 3.155533 -3.162333 -0.207 -0.059 0.742 0.35
H -3.094658 3.598353 -1.509928 0.076 -0.207 -0.211 0.37
Ga 0.571757 0.871436 -0.080407 -0.277 0.437 -0.052 0.99
Cl 0.378598 -0.403156 -2.057828 0.857 -0.711 -1.056 -0.74
Cl 1.021887 3.148938 -0.361963 1.410 1.546 -0.058 -0.47
C 3.199159 1.534160 -1.003498 -1.250 -0.539 0.963 0.07
O 2.664601 0.804076 -0.100672 1.216 0.713 -1.389 -0.66
N 4.359735 2.158768 -0.892703 -0.144 0.061 0.096 0.20
C 5.143658 2.232589 0.328311 0.013 -0.112 -0.076 -0.94
C 4.816112 3.028836 -1.963592 -0.143 -0.223 -0.080 -0.86
H 2.675597 1.723656 -1.959139 0.279 -0.315 0.392 0.39
H 4.793371 1.509644 1.060240 -0.088 -0.012 -0.090 0.25
H 5.080670 3.243136 0.752164 -0.011 -0.197 -0.096 0.31
H 6.178500 2.018346 0.045974 -0.008 0.042 0.280 0.35
H 4.125335 2.935298 -2.798191 0.079 0.081 -0.073 0.28
H 5.811967 2.705764 -2.274953 -0.009 0.179 -0.059 0.33
H 4.836867 4.075889 -1.643533 0.018 -0.185 0.052 0.32
H 1.829202 0.840411 5.295942 -0.123 0.127 -0.152 0.31
H 0.683367 -1.533218 5.191845 0.045 0.068 -0.094 0.32
C 0.942468 1.221426 4.774148 0.030 -0.289 -0.092 -0.92
C -0.113578 -1.058899 4.617194 -0.285 0.099 0.009 -0.97
N 0.349750 0.152903 3.971339 -0.388 0.063 0.126 0.35
H 1.214513 2.062741 4.126474 -0.108 -0.337 0.154 0.26
C 0.145919 0.253133 2.671898 1.089 1.625 -1.332 -0.08
O 0.666526 1.170908 1.958662 -0.935 -1.435 1.248 -0.59
H -0.443448 -1.737692 3.826648 0.065 -0.060 0.297 0.26
H -0.509666 -0.508303 2.211540 0.511 0.231 0.371 0.55
H 0.202152 1.536568 5.523744 0.211 0.012 -0.179 0.32
H -0.957397 -0.846482 5.276620 0.012 -0.046 0.113 0.37
N 1.729132 -3.057480 -0.864147 0.310 -0.650 0.287 -0.09
C 2.636748 -2.726423 0.297565 -0.046 0.091 0.161 -0.85
C 1.952411 -1.614061 1.119555 -0.824 1.453 0.951 0.68
O 2.442240 -1.268752 2.199744 -0.052 -0.894 -1.175 -0.70
O 0.861205 -1.153257 0.583874 1.254 -1.042 0.321 -0.17
H 0.843029 -3.440942 -0.492364 0.346 0.390 -0.297 0.35
H 2.173500 -3.755862 -1.472621 -0.316 0.298 0.125 0.41
H 1.470764 -2.195095 -1.410540 -0.226 0.254 0.191 -0.06
H 2.786183 -3.608153 0.938164 -0.200 0.185 -0.370 0.38
H 3.627534 -2.420685 -0.074913 -0.550 0.091 0.043 0.31
```
Positions in Å, forces in eV/Å.

***

In the order shown, the computed gap between HOMO and LUMO values come out to 8.62, 6.42 eV.
In the order shown, the computed highest occupied orbital energy values come out to -11.72, -6.48 eV.